(1)
ORCA calculation (the ωB97M-V functional and the def2-TZVPD basis) on 2 unconnected molecules or ions with the total composition C3H9NO3 in a non-equilibrium geometry.

Structure (XYZ):
```
16
Properties=species:S:1:pos:R:3:forces:R:3:nbo_charge:R:1
C 1.2783 -1.4169 2.1789 -0.615 0.728 -0.045 -0.43
N 0.2149 -0.9142 1.2466 0.638 -1.140 -0.589 -0.66
C -0.0448 0.5676 1.1390 -0.206 -2.707 -0.607 -0.35
C 0.3186 1.0398 -0.3081 -0.989 0.155 1.347 0.79
O 1.1412 0.5147 -0.9929 0.191 0.378 -0.236 -0.57
O -0.5728 1.9903 -0.7097 0.753 0.352 -0.509 -0.69
H 1.2306 -2.5202 2.3918 -0.321 0.902 -0.760 0.20
H 0.9054 -0.9852 3.2117 1.864 -0.342 -1.845 0.20
H 2.3225 -1.2251 1.6874 -1.455 0.116 1.809 0.19
H 0.2671 -1.3853 0.2964 0.059 1.179 1.690 0.38
H 0.2293 1.0911 2.0550 0.986 0.279 -0.509 0.23
H -1.1097 0.5492 1.2593 -0.875 0.781 -0.604 0.22
H -0.3437 2.3514 -1.6010 -0.044 -0.702 0.807 0.50
O -1.8096 -1.1849 -2.2466 3.591 5.866 2.286 -0.90
H -2.4744 -1.3615 -1.6752 -3.224 -0.345 3.322 0.45
H -1.9142 -1.8192 -2.8166 -0.351 -5.501 -5.556 0.45
```
Positions in Å, forces in eV/Å.

- energy (a.u.) = -400.12317



(2)
ORCA calculation (the ωB97M-V functional and the def2-TZVPD basis) on a molecular structure, C39H48CaF18N3O39S6 in a non-equilibrium geometry.

Structure (XYZ):
```
154
Properties=species:S:1:pos:R:3:forces:R:3:lowdin_charge:R:1
Ca -1.1457 1.6282 2.6727 0.489 1.037 -1.019 1.45
C -1.4168 -0.4342 -1.0319 0.469 0.081 -0.130 -0.65
F -1.5264 -1.5464 -0.3275 -0.038 0.064 0.494 0.14
F -1.0164 -0.7582 -2.2406 0.024 0.049 -0.286 0.17
F -2.5991 0.1437 -1.0701 -0.138 0.272 0.087 0.17
S -0.1115 0.8301 -0.3463 -0.485 0.554 0.830 0.70
O 1.0207 0.8120 -1.2237 -0.313 -0.809 0.854 -0.24
O -0.7335 2.1195 -0.1996 -0.443 -0.400 0.695 -0.30
N 0.0576 0.2633 1.3421 0.504 -0.900 -3.838 -0.44
S 1.1990 -0.8398 1.1900 2.417 -1.288 -0.083 0.59
O 1.0389 -1.8264 0.1296 -0.552 0.761 1.155 -0.28
O 2.5312 -0.2714 1.2370 -0.509 0.146 0.433 -0.29
C 1.0916 -1.7617 2.8227 -0.866 -0.177 -1.860 -0.64
F 0.8733 -0.8910 3.7997 0.528 -0.235 0.504 0.14
F 0.0830 -2.6283 2.7764 -0.096 0.186 0.239 0.13
F 2.1939 -2.4858 2.9664 0.270 0.608 0.642 0.16
C -2.0079 1.6792 -3.9872 0.164 1.493 -1.910 -0.66
F -0.7266 1.3835 -3.8348 0.237 -0.264 0.033 0.13
F -2.6768 0.6109 -4.3482 -0.214 -0.712 0.634 0.14
F -2.4380 2.1454 -2.8103 -0.492 -0.051 0.216 0.11
S -2.1354 3.0671 -5.3466 1.773 -0.778 -0.718 0.66
O -3.4205 3.7191 -5.2705 0.669 -0.561 0.024 -0.31
O -0.9522 3.8096 -4.9695 -0.729 -0.106 -0.495 -0.32
N -1.7960 2.2231 -6.8248 -1.819 1.354 3.013 -0.26
S -3.1883 1.6089 -7.3200 -1.075 -1.296 -0.822 0.55
O -4.2268 1.3130 -6.3472 0.705 0.156 -0.074 -0.34
O -3.6696 2.1704 -8.5525 0.367 0.234 -0.256 -0.31
C -2.6711 -0.1310 -7.8517 -0.522 1.077 0.619 -0.67
F -3.7771 -0.8171 -8.2164 0.379 0.079 0.080 0.10
F -1.8443 -0.0916 -8.8777 0.352 -0.234 -0.392 0.14
F -2.0916 -0.7800 -6.8375 -0.055 -0.294 -0.109 0.11
C -2.8529 -1.4040 4.9488 0.853 1.015 -0.144 -0.65
F -1.6556 -1.7632 4.4781 -0.041 -0.084 -0.443 0.12
F -3.6157 -2.4560 5.0491 -0.510 -0.180 -0.194 0.20
F -2.6168 -0.8948 6.1500 -0.311 -0.018 0.108 0.13
S -3.6040 -0.1043 3.7138 -0.964 1.110 0.613 0.68
O -3.1219 -0.4776 2.4124 0.892 0.209 0.156 -0.31
O -5.0237 -0.1250 3.9537 1.236 -0.028 -0.146 -0.27
N -2.8421 1.4475 4.0772 -2.847 -3.778 1.488 -0.46
S -3.4829 1.9931 5.4765 0.545 2.390 1.011 0.61
O -4.2174 1.0898 6.3188 0.236 0.282 -0.818 -0.27
O -2.4794 2.8353 6.1085 -0.722 -0.581 -0.751 -0.29
C -4.7251 3.2511 4.7724 0.998 -1.160 0.670 -0.67
F -5.7674 2.6284 4.2510 -0.025 0.302 -0.296 0.15
F -5.1367 4.0546 5.7457 0.029 0.169 -0.193 0.15
F -4.0564 3.9443 3.8420 -0.552 0.219 0.026 0.12
C 3.9910 4.6769 1.4878 -0.384 0.398 -2.284 -0.11
C 3.6279 4.0144 0.1304 1.900 1.051 0.115 -0.13
O 2.8407 2.9219 0.4986 -0.707 -0.441 0.103 0.07
C 2.3228 3.1531 1.7238 0.797 0.204 -0.600 -0.54
O 1.4052 2.5658 2.1932 -0.518 0.109 0.401 0.11
O 3.0116 4.1369 2.3436 -0.211 0.022 0.796 0.08
H 3.8720 5.7458 1.3126 -0.079 0.093 0.808 0.13
H 5.0336 4.4592 1.7080 -0.244 -0.249 0.847 0.12
H 4.5989 3.7565 -0.2997 -0.404 -0.735 -0.339 0.12
H 3.1524 4.6835 -0.5873 -0.485 -0.187 0.200 0.14
C 1.8034 0.2510 7.3047 0.948 1.857 -0.234 -0.05
C 0.4284 0.5191 7.8694 -0.893 -0.836 0.718 -0.10
O -0.3177 0.8903 6.7316 -0.712 0.213 -0.829 0.06
C 0.4927 1.2404 5.7334 -0.875 -1.150 -0.042 -0.57
O 0.0990 1.6127 4.6568 0.317 0.375 0.199 0.00
O 1.7436 0.9646 6.0358 0.736 0.041 -0.140 0.09
H 2.1200 -0.7648 7.0872 -0.417 -0.148 0.180 0.14
H 2.5753 0.7878 7.8560 0.088 -0.414 0.177 0.13
H 0.2394 1.3223 8.5872 0.937 -0.015 0.073 0.15
H 0.0048 -0.3864 8.3116 -0.144 0.074 -0.223 0.14
C -2.7225 5.7761 -0.3884 1.042 0.072 -0.882 -0.11
C -2.1769 4.9526 -1.5609 0.065 -0.543 0.645 -0.13
O -3.0349 5.2554 -2.6576 -0.394 1.210 1.094 0.06
C -4.1108 5.9508 -2.1572 0.995 -0.834 -1.648 -0.58
O -5.0140 6.2809 -2.8519 -0.572 0.344 0.309 0.16
O -4.0056 6.1727 -0.8434 -0.398 0.041 0.982 0.07
H -2.0888 6.6623 -0.3066 -0.279 0.216 0.244 0.12
H -2.6657 5.2360 0.5543 -0.768 -0.036 0.024 0.12
H -2.2752 3.8804 -1.4175 0.513 0.165 0.222 0.08
H -1.1454 5.2846 -1.6657 0.007 -0.395 -0.887 0.14
C 2.1573 -7.0024 2.3740 -1.176 -0.912 0.502 -0.03
C 2.6438 -5.6725 2.9187 0.285 -0.683 -1.157 -0.29
C 3.8755 -5.7683 3.8545 -1.192 1.228 0.673 -0.07
O 4.8864 -4.9682 3.2328 -0.468 -0.973 0.611 0.08
C 4.4069 -4.4805 2.0856 1.032 0.511 -1.345 -0.59
O 5.0823 -3.8192 1.3524 -0.585 0.078 0.181 0.17
O 3.1519 -4.8764 1.8335 -0.027 0.079 0.184 0.08
H 2.9318 -7.7456 2.1899 0.192 0.205 0.026 0.09
H 1.4779 -7.0224 1.5172 0.545 0.899 -0.427 0.08
H 1.4312 -7.4362 3.0753 0.553 -0.078 0.544 0.09
H 1.8092 -5.1304 3.3624 0.110 0.064 0.092 0.14
H 4.1941 -6.7750 4.1065 0.254 0.004 -0.288 0.13
H 3.5684 -5.2239 4.7494 0.395 -0.369 0.370 0.13
C 4.5612 -0.8034 -3.3972 0.851 0.724 -0.111 0.01
C 3.5888 0.3121 -3.0973 -0.025 0.431 -0.087 -0.29
C 4.1477 1.7248 -2.8541 -0.313 0.304 0.575 -0.10
O 3.1541 2.5425 -3.4404 0.034 0.996 0.014 0.06
C 2.4420 1.8585 -4.3586 0.256 -0.287 -0.765 -0.55
O 1.7948 2.3250 -5.2277 -0.098 0.166 0.387 0.20
O 2.6826 0.5353 -4.1968 0.174 -0.663 0.320 0.08
H 4.1419 -1.6794 -3.8848 -0.385 -0.084 0.525 0.07
H 5.0853 -1.0175 -2.4647 -0.130 -0.555 -0.040 0.07
H 5.3541 -0.4836 -4.0808 -0.151 0.289 -0.084 0.09
H 3.0308 0.1454 -2.1748 -0.399 -0.654 -0.333 0.12
H 5.1276 2.0252 -3.2361 0.019 -0.485 -0.290 0.14
H 4.1028 1.9704 -1.7903 0.300 -0.240 0.020 0.10
C -5.7897 3.0354 -2.5502 0.134 0.492 0.000 0.01
C -5.6833 3.1821 -1.0306 -1.504 -0.951 -1.687 -0.28
C -6.3234 2.0301 -0.2350 -0.045 -0.501 0.082 -0.05
O -5.3193 1.7027 0.7469 0.078 0.545 0.477 0.08
C -4.1928 2.3625 0.4614 -1.010 -0.104 -0.337 -0.55
O -3.1946 2.2862 1.1134 0.939 0.053 0.615 0.06
O -4.3307 3.1043 -0.6397 0.869 0.410 0.749 0.09
H -6.7886 2.7231 -2.8569 0.034 -0.302 0.158 0.10
H -5.0160 2.3753 -2.9392 -0.200 -0.187 -0.031 0.09
H -5.6584 4.0136 -3.0162 0.211 -0.154 -0.036 0.07
H -6.1394 4.1525 -0.8219 0.386 -0.009 0.767 0.16
H -6.4971 1.0673 -0.7214 0.091 0.417 -0.756 0.14
H -7.2775 2.3003 0.2172 0.281 0.173 0.398 0.13
C 5.7109 1.3715 2.1951 -0.802 -0.026 0.252 -0.01
C 5.8220 -0.0388 1.6960 -0.051 -0.694 0.125 -0.29
C 5.3881 -0.3426 0.2457 0.555 0.768 0.898 -0.09
O 6.4842 -1.1146 -0.2180 0.102 -0.497 -1.079 0.06
C 7.4919 -1.1898 0.6723 -0.156 -1.102 0.182 -0.59
O 8.4540 -1.8924 0.5818 -0.101 0.527 -0.491 0.15
O 7.2062 -0.4595 1.7426 -0.076 0.911 0.296 0.09
H 6.1386 2.1147 1.5219 0.469 -0.159 0.104 0.09
H 6.1188 1.3819 3.2056 0.287 0.434 -0.139 0.09
H 4.6583 1.6502 2.2952 -0.090 -0.249 -0.021 0.08
H 5.3582 -0.7514 2.3814 -0.495 0.299 -0.018 0.15
H 5.3089 0.5881 -0.3255 0.117 -0.070 -0.135 0.12
H 4.4380 -0.8640 0.1907 0.220 -0.293 -0.033 0.11
C -2.8875 -5.0179 -0.4654 -0.988 0.025 0.002 -0.02
C -2.1532 -5.6218 0.7251 0.122 0.544 -1.620 -0.31
C -1.0747 -4.7025 1.3403 -0.096 -1.232 -0.781 -0.06
O -1.4122 -4.7256 2.7464 0.825 0.596 -0.775 0.06
C -2.5043 -5.4707 2.9381 -0.514 -0.407 1.003 -0.58
O -2.9199 -5.7920 4.0143 0.142 0.344 -0.438 0.15
O -3.0631 -5.8236 1.7766 -0.505 -0.441 0.321 0.10
H -3.5022 -4.1660 -0.1636 0.418 0.256 0.125 0.09
H -3.6396 -5.7106 -0.8525 0.225 -0.286 0.071 0.08
H -2.2697 -4.7402 -1.3185 0.331 0.027 0.256 0.09
H -1.7854 -6.5960 0.3863 0.299 0.019 0.410 0.15
H -1.0461 -3.7537 0.8054 -0.377 0.476 0.906 0.11
H -0.0873 -5.1339 1.1701 0.076 -0.015 0.442 0.12
C -0.5087 -3.3392 -4.6338 -0.143 0.089 -0.352 -0.02
C 0.6871 -2.3983 -4.7029 0.162 -0.494 -0.114 -0.30
C 1.7972 -2.7757 -5.7138 0.618 0.283 0.485 -0.09
O 1.7744 -1.7305 -6.6682 -0.110 -0.317 -0.311 0.06
C 0.8896 -0.7578 -6.2872 -0.017 -0.284 -1.619 -0.58
O 0.7042 0.2146 -6.9347 0.073 -0.018 0.468 0.18
O 0.2053 -1.1784 -5.2314 -0.458 0.720 1.089 0.06
H -0.9971 -3.3485 -5.6110 0.103 -0.089 -0.062 0.09
H -1.2598 -2.9530 -3.9452 0.131 0.023 0.153 0.07
H -0.2639 -4.3670 -4.3644 0.222 0.066 0.106 0.08
H 1.1137 -2.2297 -3.7115 -0.071 0.141 0.010 0.15
H 1.6610 -3.7802 -6.1201 -0.195 0.240 -0.459 0.13
H 2.8198 -2.7113 -5.3303 -0.247 -0.409 0.571 0.11
```
Positions in Å, forces in eV/Å.

- net charge = -1
- energy (a.u.) = -9478.07733



(3)
ORCA calculation (the ωB97M-V functional and the def2-TZVPD basis) on a single C3H5B molecule in a non-equilibrium geometry.

Structure (XYZ):
```
9
Properties=species:S:1:pos:R:3:forces:R:3:nbo_charge:R:1
C 0.7113 -0.3264 0.6898 4.172 -1.557 2.456 -0.86
B -0.6521 -1.0343 0.4112 -0.899 1.118 -0.491 0.46
C -0.8352 0.0372 -0.8838 0.183 1.301 0.197 -0.68
C 0.1301 0.7337 -0.0562 -1.331 0.389 -0.265 -0.17
H 0.9862 -0.0317 1.7021 -0.199 0.061 0.254 0.27
H 1.6276 -0.9924 0.4648 -1.534 0.999 -0.513 0.28
H -0.2333 -0.6691 -1.4268 -0.352 -0.548 -1.149 0.26
H -1.6324 0.5920 -1.3804 0.111 -0.685 -0.030 0.25
H -0.1022 1.6910 0.4794 -0.152 -1.078 -0.460 0.20
```
Positions in Å, forces in eV/Å.

- energy (a.u.) = -141.98110



Computed E_LUMO (eV) in order:
0.741; 0.961; 0.175
Computed HOMO-LUMO gap (Eh) in order:
0.336; 0.266; 0.284